[1]
Computed, not measured: the ion C5H13ClP with charge +1, with wB97M-V/def2-TZVPD.

XYZ file:
```
20
Properties=species:S:1:pos:R:3:lowdin_charge:R:1
C 0.73891 -1.28691 1.11499 -0.078
C 1.18651 -0.38879 -0.06175 -0.423
C 1.49454 1.04779 0.36708 -0.074
C 0.20603 -0.46008 -1.24254 -0.204
C -1.04178 0.45094 -1.17410 -0.363
P -2.02237 0.35485 0.31444 0.606
Cl -3.37413 1.77034 0.36148 0.431
H 0.72995 -0.74891 2.06728 0.079
H 1.40960 -2.13834 1.23894 0.089
H -0.25523 -1.73036 0.96387 0.056
H 2.12178 -0.79842 -0.45296 0.137
H 2.14723 1.05462 1.24231 0.092
H 2.00188 1.60087 -0.42794 0.093
H 0.59994 1.62446 0.63679 0.058
H -0.11487 -1.49657 -1.38252 0.121
H 0.70846 -0.17146 -2.17015 0.128
H -1.74291 0.19451 -1.97738 0.108
H -0.79011 1.51128 -1.28705 0.101
H -2.71327 -0.85378 0.38010 0.029
H -1.29017 0.46398 1.48912 0.014
```

The energy relative to the best compared isomer or geometry (same formula, charge and spin) is 0.00 kJ/mol. The highest occupied orbital energy comes out at -15.31 eV. As for the charge: +1.

***

[2]
Computed, not measured: a cluster of 2 separate species, C5H13FN3O2 in total, with wB97M-V/def2-TZVPD.

XYZ file:
```
24
Properties=species:S:1:pos:R:3:lowdin_charge:R:1
C 0.27948 -0.40447 1.31363 -0.314
C -1.02160 -1.83042 -1.07508 -0.064
C -0.51475 1.52981 0.04533 -0.030
C -1.57895 -0.68783 -0.24708 -0.171
C 4.58844 0.45156 -1.19328 -0.358
N 0.11181 -1.64249 1.82570 0.191
N -0.57492 0.18826 0.45972 -0.061
N 1.39155 0.19303 1.81841 0.008
O 3.49954 0.82683 -1.07801 0.125
O 1.92878 1.31249 1.25215 -0.062
F 4.92398 -0.65746 -0.67970 0.177
H -0.78273 -2.72781 -0.36537 0.108
H -1.66398 -2.07107 -1.81292 0.039
H -0.06118 -1.59674 -1.48215 0.075
H -1.51315 1.84738 0.12364 0.096
H 0.05943 2.20669 0.69339 0.117
H -0.14977 1.62782 -0.88777 0.074
H -2.31033 -0.06075 -0.84580 0.147
H -2.29381 -1.12789 0.52559 0.137
H 5.33513 1.03159 -1.62498 0.138
H -0.74772 -2.11916 1.84862 0.099
H 0.95454 -2.14514 2.24282 0.172
H 1.99190 -0.48021 2.36716 0.187
H 2.15308 1.19719 0.18007 0.171
```

The highest occupied orbital energy comes out at -13.65 eV. As for the charge: +1.

***

[3]
Computed, not measured: an isolated molecule of C5H13FNOP, with wB97M-V/def2-TZVPD.

XYZ file:
```
22
Properties=species:S:1:pos:R:3:lowdin_charge:R:1
C 0.21718 1.66600 -1.38385 -0.090
C -0.25859 -2.16320 -1.57833 -0.101
C 2.33935 0.12039 2.33380 -0.193
C -0.80204 1.02592 -0.46360 -0.353
C -1.27556 -1.41483 -0.63376 -0.288
N -0.58262 -0.29930 0.03429 -0.272
O 1.08059 0.60269 2.02514 -0.384
F -1.19492 0.57988 2.46101 -0.269
P -0.11954 -0.44202 1.84354 0.926
H -0.24871 2.59885 -1.65770 0.061
H 1.25764 1.84541 -0.81333 0.116
H 0.52487 1.05346 -2.19914 0.038
H -0.75317 -3.10300 -1.88895 0.058
H -0.04414 -1.43449 -2.46184 0.085
H 0.73028 -2.42265 -1.04702 0.082
H 2.57335 -0.71760 1.65401 0.073
H 2.59399 -0.13882 3.32432 0.068
H 3.03155 0.86393 1.84475 0.107
H -0.83128 1.60892 0.42581 0.066
H -1.84266 1.23088 -0.84238 0.132
H -2.04755 -1.12442 -1.24242 0.076
H -1.58552 -2.14524 0.02167 0.061
```

The energy relative to the best compared isomer or geometry (same formula, charge and spin) is 63.38 kJ/mol. The highest occupied orbital energy comes out at -8.61 eV. The structure (SMILES) is CCN(CC)P(F)OC.

***

[4]
Computed, not measured: a cluster of 2 separate species, C5H13FNP in total, with wB97M-V/def2-TZVPD.

XYZ file:
```
21
Properties=species:S:1:pos:R:3:lowdin_charge:R:1
C 1.94186 1.70418 -0.24549 -0.077
C 0.99607 -1.83192 1.34201 -0.083
C -2.68602 0.96685 -0.38067 -0.346
C 1.03621 0.62210 -0.86124 -0.268
C -0.02354 -1.31055 0.30074 -0.283
N -0.06324 0.06167 -0.08787 -0.107
F -3.93081 -1.04497 -1.26300 -0.422
P -3.74097 -0.18345 0.12074 0.842
H 1.33434 2.28322 0.48043 0.078
H 2.85701 1.35904 0.21189 0.059
H 2.22643 2.28618 -1.10869 0.061
H 0.57874 -1.77846 2.34979 0.063
H 1.06544 -2.90627 1.11185 0.068
H 2.02598 -1.45418 1.22864 0.069
H -2.45584 1.69978 0.27542 -0.049
H -0.31424 0.79128 0.50577 0.061
H -2.25312 1.12994 -1.29771 -0.013
H 0.50652 1.08690 -1.67127 0.096
H 1.66231 -0.15268 -1.14342 0.087
H 0.22740 -1.74866 -0.58285 0.075
H -0.99052 -1.57997 0.71491 0.087
```

The energy relative to the best compared isomer or geometry (same formula, charge and spin) is 85.92 kJ/mol. The highest occupied orbital energy comes out at -8.22 eV. The structure (SMILES) is CCNCC.C=PF.

***

[5]
Computed, not measured: a cluster of 2 separate species, C5H13FSi in total, with wB97M-V/def2-TZVPD.

XYZ file:
```
20
Properties=species:S:1:pos:R:3:lowdin_charge:R:1
C 2.14915 -1.33128 2.54703 -0.161
C -1.46919 -0.45679 -2.80490 -0.226
C -1.82433 2.11615 -0.96324 -0.232
C 1.60457 -0.42491 1.46781 -0.384
C 0.15494 -0.71569 1.19349 -0.064
F 0.63865 1.45509 -2.15785 -0.226
Si -0.67612 0.70643 -1.49464 0.659
H 2.40075 -2.37054 2.32769 0.061
H 3.19878 -0.96777 2.95632 0.106
H 1.48637 -1.36848 3.43182 0.068
H -2.16954 -1.16495 -2.26619 0.041
H -1.97169 -0.01895 -3.68714 0.029
H -0.61619 -0.86755 -3.29906 -0.009
H -2.74029 1.84484 -0.50376 -0.005
H -1.14477 2.80631 -0.27851 0.072
H -2.28609 2.63536 -1.77976 0.008
H 1.54047 0.58490 1.77061 0.072
H 2.35226 -0.61797 0.64085 0.119
H -0.63382 -0.10076 1.77733 0.069
H 0.00609 -1.74344 1.12208 0.001
```

The energy relative to the best compared isomer or geometry (same formula, charge and spin) is 370.02 kJ/mol. The highest occupied orbital energy (spin up / spin down) comes out at -7.54 / -8.11 eV.

***

[6]
Computed, not measured: a structure of composition C5H13I2NOP, with wB97M-V/def2-TZVPD.

XYZ file:
```
23
Properties=species:S:1:pos:R:3:lowdin_charge:R:1
C 1.75534 -1.00396 -0.30999 -0.086
C 0.09148 -0.70644 1.63953 -0.014
C -0.44171 -1.76759 -0.49893 0.020
C -0.00800 0.68238 -0.39694 -0.589
C -1.38927 1.20378 -0.00171 -1.295
N 0.42334 -0.68232 0.14657 -0.375
O -2.31921 0.20954 0.08206 -0.213
P 1.25297 2.09262 0.04599 0.794
I -1.30994 2.33858 1.82281 0.966
I -2.24122 2.48710 -1.68588 0.845
H 1.90221 -0.98508 -1.36537 0.090
H 2.52235 -0.13559 -0.02169 0.119
H 2.22153 -1.97651 -0.11343 0.127
H 0.30599 -1.74768 1.90373 0.119
H 0.82103 0.04355 2.03961 0.097
H -0.82149 -0.39326 1.91956 -0.001
H -0.71508 -2.39043 0.40220 0.122
H -1.37230 -1.45224 -0.93751 0.088
H 0.25318 -2.28520 -1.24847 0.131
H 0.07446 0.36776 -1.77204 0.225
H -3.17712 0.62548 -0.10907 0.065
H 1.74056 2.28828 -1.18143 -0.123
H 0.43090 3.18724 -0.35961 -0.112
```

The energy relative to the best compared isomer or geometry (same formula, charge and spin) is 166.47 kJ/mol. The highest occupied orbital energy comes out at -12.86 eV. As for the charge: +1.